Model A:
{
  "formula": "C5H9NO4",
  "method": "ωB97M-V with the def2-TZVPD basis set",
  "smiles": "C=C1O[C@H]1CC.O=[N+]([O-])O",
  "homo_lumo_gap_ev": 10.68,
  "symbols": ["C", "C", "C", "C", "C", "N", "O", "O", "O", "O", "H", "H", "H", "H", "H", "H", "H", "H", "H"],
  "positions_angstrom": [[-0.5035, 0.1980, -0.5235], [-0.9586, -1.1133, -0.3326], [-0.9857, -2.3939, -0.5547], [1.8272, 1.3047, -1.1607], [0.8631, 0.8975, -0.0424], [-3.1122, 1.0410, 3.0439], [-3.4197, 1.3901, 1.7791], [-3.3918, 1.8246, 3.9218], [-1.5535, -0.0966, 0.3380], [-2.5435, 0.0067, 3.1431], [-0.8953, 0.7120, -1.3930], [-3.0570, 0.8069, 1.1566], [-0.2819, -2.7365, -1.2029], [-1.8936, -3.0604, -0.2993], [2.6753, 1.8607, -0.8815], [1.3569, 1.8659, -1.9091], [2.1946, 0.4873, -1.6193], [0.5636, 1.7162, 0.4665], [1.3739, 0.0494, 0.6169]]
}

***

Model B:
{
  "formula": "C5H9NO4",
  "method": "ωB97M-V with the def2-TZVPD basis set",
  "smiles": "N[C@@H](CCC(=O)O)C(=O)O",
  "homo_lumo_gap_ev": 10.67,
  "symbols": ["C", "C", "C", "C", "C", "H", "H", "H", "H", "H", "H", "H", "H", "H", "N", "O", "O", "O", "O"],
  "positions_angstrom": [[-1.2190, 0.4316, -0.6062], [-1.8602, -0.5445, 0.3617], [0.2669, 0.0581, -0.7914], [1.0825, 0.2754, 0.4825], [2.5259, -0.1435, 0.3345], [-2.3059, 2.1150, -0.3407], [-1.2572, 1.8092, 0.8224], [-1.6893, 0.3071, -1.5788], [0.6781, 0.6941, -1.5962], [0.3146, -1.0006, -1.1176], [0.6538, -0.3257, 1.3348], [1.0854, 1.3361, 0.7801], [3.6135, -1.5558, -0.2321], [-2.4580, -2.3372, 0.5106], [-1.3587, 1.8178, -0.1749], [-2.1293, -0.3072, 1.5190], [3.4911, 0.5167, 0.6469], [2.6394, -1.3834, -0.1702], [-2.0736, -1.7635, -0.1842]]
}

***

Model C:
{
  "formula": "C5H9NO4",
  "method": "ωB97M-V with the def2-TZVPD basis set",
  "homo_lumo_gap_ev": 9.92,
  "symbols": ["C", "C", "O", "C", "O", "C", "O", "C", "N", "H", "H", "H", "H", "H", "H", "H", "O", "H", "H"],
  "positions_angstrom": [[2.4546, -1.0049, -1.1105], [0.9990, -1.2910, -0.9343], [0.5449, -2.4166, -0.9069], [-0.0016, -0.1254, -0.8388], [-1.2230, -0.5136, -1.3874], [-0.2241, 0.2933, 0.6394], [0.9204, 0.7664, 1.2962], [-1.3431, 1.2850, 0.7273], [-1.7632, 2.4124, 0.6852], [3.0387, -1.9217, -0.9771], [2.6222, -0.5988, -2.1183], [2.7809, -0.2439, -0.3897], [0.3997, 0.7323, -1.4017], [-1.2925, -1.4728, -1.2628], [-0.5508, -0.6039, 1.1877], [1.3418, 1.4776, 0.8002], [-3.0951, 0.8254, 1.8645], [-2.5937, 0.3560, 2.5461], [-3.0150, 2.0441, 1.5809]]
}

***

Model D:
{
  "formula": "C5H9NO4",
  "method": "ωB97M-V with the def2-TZVPD basis set",
  "smiles": "N[C@@H](CCC(=O)O)C(=O)O",
  "homo_lumo_gap_ev": 10.10,
  "symbols": ["C", "C", "C", "C", "C", "H", "H", "H", "H", "H", "H", "H", "H", "H", "N", "O", "O", "O", "O"],
  "positions_angstrom": [[1.0030, -0.0284, -0.5389], [2.4721, 0.0594, 0.0078], [0.1932, 1.0315, 0.2791], [-1.2807, 1.1647, -0.2482], [-2.2082, 0.0414, 0.0849], [0.3828, -2.0067, -1.2224], [-0.1392, -1.7179, 0.1937], [1.0415, 0.3047, -1.6077], [0.7310, 1.9220, 0.2682], [0.1669, 0.7633, 1.3262], [-1.7283, 2.1502, 0.1089], [-1.2441, 1.2077, -1.3167], [-2.9025, -0.9549, 1.4556], [2.1395, -1.7361, 0.3356], [0.4786, -1.3820, -0.4941], [3.1113, 1.0598, 0.1368], [-2.9905, -0.4332, -0.6734], [-2.1372, -0.3377, 1.3817], [2.9108, -1.1079, 0.5229]]
}

***

Least stable = model A

***

Model A:
{
  "formula": "C2H3N3OS2",
  "method": "ωB97M-V with the def2-TZVPD basis set",
  "smiles": "[H]/N=c1\\oc(S)nn1S",
  "homo_lumo_gap_ev": 8.35,
  "symbols": ["C", "C", "H", "H", "H", "N", "N", "N", "O", "S", "S"],
  "positions_angstrom": [[-1.1908, -0.0530, 0.0283], [0.6767, 1.0846, -0.0057], [-2.9078, -1.7091, 0.6580], [3.0587, 0.0297, 0.0489], [1.2009, 2.8037, 0.2596], [-0.2816, -0.9589, -0.0806], [0.8987, -0.2463, -0.2381], [1.6020, 1.9098, 0.1229], [-0.7036, 1.2273, -0.1156], [-2.8895, -0.2898, 0.0219], [2.3788, -1.0893, 0.0526]]
}

***

Model B:
{
  "formula": "C2H3N3OS2",
  "method": "ωB97M-V with the def2-TZVPD basis set",
  "smiles": "Oc1nn(S)c(=S)[nH]1",
  "homo_lumo_gap_ev": 8.40,
  "symbols": ["C", "C", "H", "H", "H", "N", "N", "N", "O", "S", "S"],
  "positions_angstrom": [[-0.0488, 0.9264, 1.5320], [0.7225, -0.3165, -0.1406], [-0.8797, 1.9611, 2.8666], [-2.6169, 0.1929, -1.1050], [1.9729, 0.2266, 1.4946], [-1.0727, 0.8111, 0.7574], [-0.5813, 0.0272, -0.2741], [1.0608, 0.2901, 1.0606], [0.0102, 1.6121, 2.6844], [-1.5642, -0.4504, -1.6028], [1.6612, -1.2269, -1.1402]]
}

***

Least stable = model A